A structure of composition C47H76Cl3MnN7SbSi3 in a non-equilibrium geometry, computed with wB97M-V/def2-TZVPD.

Properties
M	1106.489	u
multiplicity	6
total charge	+1
ΔE to the lowest compared entry with this formula, charge and spin	25.5	kcal/mol
frontier orbital gap (alpha / beta)	6.533 / 6.588	eV
largest force on an atom	1.16	eV/Å
HOMO level (alpha / beta)	-9.2 / -9.2	eV

```
138
Properties=species:S:1:pos:R:3:forces:R:3:lowdin_spin:R:1
Mn 0.154551 0.138974 -0.435079 -0.774 -0.080 0.349 4.755
C -1.285201 -4.029457 1.677195 -0.067 0.518 0.067 0.001
Sb -0.396270 -2.237553 2.586473 -0.085 -0.392 -0.415 0.006
C -1.406533 -0.611286 1.304860 0.322 -0.956 -0.421 0.015
C -1.526427 0.498760 2.281143 -0.047 0.409 0.448 0.005
C -1.906614 1.798511 1.914493 0.124 -0.172 -0.035 0.004
C -2.145977 2.756850 2.871673 -0.119 -0.033 0.237 0.000
C -1.999655 2.422647 4.211588 0.004 0.074 -0.129 0.002
C -1.583661 1.137874 4.501610 -0.159 0.092 0.192 0.000
N -1.364566 0.210225 3.581408 -0.107 0.197 0.069 0.002
Si -3.217935 -1.168627 1.252256 -0.576 0.000 -0.369 0.005
C -4.461990 0.316272 1.029225 0.614 -0.283 0.207 0.001
C -3.944929 -1.884194 2.867958 0.510 0.125 -0.496 0.001
C -3.700809 -2.356822 -0.203215 0.308 0.361 0.652 0.000
C 1.704879 -2.810208 1.836039 -0.758 -0.622 0.103 0.001
C 2.484180 -1.579688 1.652804 0.342 0.154 0.097 0.004
C 3.732834 -1.390966 2.269606 -0.130 0.106 -0.038 0.001
C 4.588537 -0.403479 1.838724 -0.120 0.056 -0.215 0.002
C 4.175112 0.435206 0.811631 -0.102 -0.042 0.041 0.002
C 2.879132 0.295185 0.362912 0.627 0.143 -0.081 0.011
N 2.045073 -0.671294 0.754111 -0.239 0.506 -0.290 0.028
Si 1.764505 -3.611599 0.083374 0.121 -0.103 -0.307 0.002
C 1.502612 -5.498175 -0.051730 -0.050 0.732 0.275 0.001
C 0.471746 -2.731453 -1.003144 0.350 -0.013 0.382 0.019
C 3.488490 -3.303611 -0.675878 -0.557 0.014 0.383 0.000
Si 2.292894 -3.976712 3.266784 0.029 -0.428 0.425 0.000
C 2.320073 -3.070307 4.955462 0.064 -0.151 -0.670 0.000
C 3.976626 -4.791828 2.860530 -0.505 0.460 0.100 0.000
C 1.119564 -5.446644 3.593993 0.233 0.599 -0.365 0.000
H -2.140690 -4.324202 2.273757 -0.183 -0.063 0.073 0.000
H -0.565890 -4.831098 1.711114 0.214 -0.135 0.048 0.000
H -1.597324 -3.879686 0.652715 -0.007 -0.028 -0.211 0.000
H -1.994393 2.052156 0.871179 -0.001 0.048 -0.030 0.001
H -2.446727 3.754267 2.584218 0.028 0.105 -0.061 0.000
H -2.186471 3.142114 4.991818 0.007 0.052 0.119 0.000
H -1.430194 0.818959 5.525205 0.022 0.033 0.115 0.000
H -4.500442 0.815505 1.991804 -0.051 0.146 0.201 0.000
H -5.477389 -0.029049 0.839667 -0.207 -0.186 -0.056 0.000
H -4.190635 1.102715 0.329275 0.010 0.192 -0.160 0.000
H -3.748098 -1.190568 3.680387 0.064 0.164 0.125 0.000
H -3.494183 -2.830020 3.144286 0.066 -0.232 0.075 0.000
H -5.020886 -2.032130 2.818500 -0.154 0.009 -0.192 0.000
H -3.113355 -2.241086 -1.109973 0.230 0.051 -0.254 0.000
H -4.757784 -2.277955 -0.442222 -0.290 0.047 -0.004 0.000
H -3.555383 -3.375357 0.127964 0.059 -0.337 0.016 0.000
H 4.037779 -2.053347 3.060472 0.073 -0.081 0.022 0.000
H 5.572153 -0.295445 2.270150 0.092 -0.022 0.087 0.000
H 4.819861 1.191348 0.394764 0.013 0.121 0.005 0.000
H 2.503876 0.990426 -0.384096 0.102 -0.003 0.117 0.004
H 0.481912 -5.813790 0.125269 -0.232 -0.046 0.060 0.000
H 2.145710 -6.038653 0.632264 0.160 -0.140 0.156 0.000
H 1.768075 -5.810374 -1.057180 0.097 0.048 -0.245 0.000
H -0.381515 -2.384250 -0.412341 -0.023 -0.164 -0.016 0.004
H 0.105085 -3.386443 -1.784940 -0.079 -0.100 -0.190 0.001
H 0.940557 -1.863081 -1.478436 0.087 -0.185 -0.145 0.005
H 4.262551 -3.848166 -0.144299 0.121 -0.172 0.161 0.000
H 3.750253 -2.251270 -0.654402 0.068 0.174 0.012 0.000
H 3.517739 -3.620883 -1.714104 -0.089 -0.116 -0.221 0.000
H 2.751105 -2.076604 4.912837 0.093 0.244 -0.002 0.000
H 2.884506 -3.640027 5.688628 0.139 -0.187 0.045 0.000
H 1.307262 -2.964669 5.338970 -0.125 -0.015 -0.054 0.000
H 4.752532 -4.083572 2.594762 0.176 0.161 -0.062 0.000
H 3.883086 -5.486909 2.032289 -0.095 -0.128 -0.182 0.000
H 4.333586 -5.360046 3.714172 -0.018 -0.093 0.225 0.000
H 0.143406 -5.115615 3.932584 -0.208 0.058 0.077 0.000
H 1.536807 -6.069803 4.378427 0.225 -0.012 0.207 0.000
H 0.982065 -6.082793 2.728147 -0.048 -0.149 -0.227 0.000
C -1.187766 5.568552 -2.146691 -0.021 -0.265 0.003 0.000
C -1.588098 4.473640 -1.153605 -0.093 0.112 -0.042 0.000
C -3.086619 4.556218 -0.838808 0.216 -0.129 -0.110 0.000
C -0.783832 4.570822 0.127134 0.086 -0.358 -0.064 0.002
C -0.992986 5.668531 0.949377 0.062 0.037 0.005 0.000
C -0.335002 5.797205 2.156474 -0.054 0.022 -0.019 0.002
C 0.537259 4.803371 2.550438 0.020 -0.014 -0.039 0.000
C 0.771157 3.686100 1.763108 0.018 -0.169 -0.206 0.001
C 1.792965 2.671261 2.208002 0.152 -0.077 0.073 0.001
C 1.548482 2.135739 3.619057 0.012 -0.016 -0.249 0.000
C 3.189098 3.293519 2.102513 -0.135 -0.158 -0.071 0.000
C 0.123660 3.568041 0.526403 -0.046 0.719 0.442 0.002
N 0.352637 2.467480 -0.329442 0.319 -0.945 -0.586 0.025
C 0.821282 2.775856 -1.510997 -0.122 0.219 0.298 0.007
C 0.835238 1.948684 -2.642614 0.177 -0.075 -0.509 0.005
C 1.172927 2.389455 -3.937989 -0.185 0.032 0.418 0.004
C 0.871041 1.350852 -4.788483 -0.058 0.116 0.004 0.003
C 0.361405 0.306574 -3.992403 -0.035 0.010 -0.002 0.006
N 0.348677 0.651704 -2.695111 0.011 -0.030 0.548 0.020
C -0.033752 -1.040387 -4.555990 0.009 -0.163 -0.009 0.001
C -0.557594 -0.907034 -5.994966 0.091 0.044 0.249 0.000
C -1.115817 -1.713028 -3.698271 0.212 0.215 0.044 0.002
C 1.230418 -1.913863 -4.600672 -0.151 0.026 0.067 0.000
H -1.732958 5.452148 -3.081960 -0.068 0.058 -0.096 0.000
H -0.124029 5.517883 -2.368396 0.079 0.043 -0.045 0.000
H -1.398883 6.555261 -1.741569 -0.030 0.111 0.032 0.000
H -1.383592 3.507576 -1.626253 -0.077 0.127 0.059 0.000
H -3.351761 5.550146 -0.488777 -0.098 0.081 0.036 0.000
H -3.353799 3.849046 -0.053858 -0.123 -0.102 0.079 0.000
H -3.679925 4.349148 -1.728987 -0.101 0.010 -0.114 0.000
H -1.672798 6.441720 0.625939 -0.109 0.120 0.004 0.000
H -0.501941 6.660828 2.783051 0.006 0.076 0.032 0.000
H 1.068896 4.908282 3.482206 0.069 -0.007 0.182 0.000
H 1.735086 1.817289 1.528084 0.025 0.285 0.155 0.001
H 1.236578 2.919485 4.301944 0.020 0.089 0.167 0.000
H 2.459242 1.683108 4.003824 0.108 -0.085 0.090 0.000
H 0.776758 1.374344 3.599932 -0.085 -0.070 0.080 0.000
H 3.279373 4.131572 2.789629 0.031 0.122 0.066 0.000
H 3.377128 3.659755 1.094217 0.066 0.068 -0.106 0.000
H 3.951786 2.559213 2.354065 0.059 0.012 0.054 0.000
H 1.189518 3.793691 -1.676477 -0.078 -0.060 -0.005 0.001
H 1.552103 3.364116 -4.184648 0.076 0.175 -0.059 0.000
H 1.003053 1.343420 -5.853341 -0.046 -0.044 -0.194 0.000
H -1.328400 -0.141256 -6.073386 -0.093 0.056 0.010 0.000
H -0.978205 -1.859623 -6.313230 -0.020 -0.083 -0.053 0.000
H 0.243890 -0.653366 -6.681559 0.087 0.061 -0.135 0.000
H -2.104278 -1.497812 -4.105817 -0.123 -0.005 0.013 0.000
H -1.045509 -1.338885 -2.673907 -0.170 -0.245 -0.074 0.002
H -0.984035 -2.791974 -3.703277 -0.087 -0.107 0.045 0.000
H 2.030940 -1.378392 -5.108497 0.087 0.001 -0.069 0.000
H 1.039057 -2.839978 -5.139395 -0.052 -0.135 -0.048 0.000
H 1.565672 -2.148656 -3.596589 0.091 -0.114 0.081 0.000
N -4.961075 -0.069658 -2.046920 0.092 -0.122 0.348 0.000
C -4.462909 1.204613 -2.642036 0.665 0.527 -0.350 0.002
C -2.925260 1.134187 -2.764873 -0.329 -0.014 0.065 0.003
N -2.253230 0.839173 -1.529281 -0.160 -0.040 0.221 0.022
H -5.978776 -0.161536 -2.121002 0.229 -0.039 0.058 0.000
H -4.697435 -0.090462 -1.032099 -0.207 -0.142 -0.552 0.000
H -4.513015 -0.875448 -2.503285 -0.218 0.106 0.187 0.000
H -4.771150 2.019696 -1.986706 -0.035 -0.086 0.041 0.000
H -4.907208 1.353717 -3.624257 -0.168 -0.141 0.020 0.000
H -2.562572 2.089337 -3.148141 -0.047 -0.009 -0.061 0.000
H -2.663131 0.376587 -3.503600 0.034 0.037 -0.068 0.000
H -2.482227 -0.051886 -1.100950 0.004 0.173 0.071 0.002
H -2.329384 1.590458 -0.858344 -0.069 -0.096 0.091 0.001
Cl 4.234739 1.887145 -4.575110 0.331 -0.348 0.171 0.000
C 4.728195 0.432262 -3.679832 0.893 0.372 -0.647 0.000
Cl 6.053570 0.835970 -2.554646 -0.138 -0.050 -0.169 0.000
Cl 5.258521 -0.837714 -4.817135 -0.104 0.245 0.205 0.000
C 3.639413 -0.088505 -2.900416 -0.330 -0.087 0.115 0.000
N 2.810405 -0.532521 -2.251234 0.030 -0.208 -0.009 0.003
```
Positions in Å, forces in eV/Å.